1.
DFT (ωB97M-V/def2-TZVPD) results for a gas-phase ion, C3H9N2 (charge +1).

Calculated values
- HOMO-LUMO gap: 6.47 eV
- HOMO energy: -14.8 eV
- Total energy: -228.772520 a.u.
- Energy above the lowest of the compared OMol25 structures with the same formula, charge and spin: 5.831 eV
- Net charge: +1

Each line ends with the Mulliken charge.
Element x y z (Å)
C (-1.260, -0.683, 0.874)  -0.8228
C (-0.918, 0.573, 0.006)  -0.4765
N (1.457, 0.247, 0.804)  -0.3506
C (1.397, 0.029, -0.610)  -0.3347
N (0.050, 0.299, -1.017)  -0.1142
H (-0.247, -1.030, 1.232)  0.2837
H (-2.077, -0.488, 1.603)  0.3377
H (-1.741, -1.330, 0.159)  0.2924
H (-1.767, 0.999, -0.586)  0.4126
H (-0.598, 1.467, 0.552)  0.3297
H (1.648, -1.064, -0.806)  0.3978
H (2.326, -0.173, 1.053)  0.2717
H (2.038, 0.643, -1.255)  0.4464
H (-0.306, 0.512, -2.009)  0.3267


2.
DFT (ωB97M-V/def2-TZVPD) results for a molecular structure, C33H49CrIN4OSi4.

Calculated values
- 2S+1: 5
- HOMO-LUMO gap (spin up / spin down): 3.50 / 4.23 eV
- HOMO energy (spin up / spin down): -0.1 / -0.8 eV
- Total energy: -4081.453211 a.u.
- Net charge: -2

Each line ends with the Mulliken spin population.
Element x y z (Å)
Cr (0.041, -0.250, 0.397)  3.3062
C (2.987, -1.830, 2.116)  0.0092
Si (1.196, -1.224, 2.364)  -0.3134
C (1.404, 0.003, 3.812)  -0.0280
C (0.358, -2.775, 3.120)  0.0216
C (0.679, -3.298, 4.379)  0.0042
C (0.091, -4.462, 4.853)  -0.0001
C (-0.834, -5.137, 4.059)  -0.0003
C (-1.157, -4.632, 2.808)  -0.0049
C (-0.580, -3.453, 2.321)  -0.0191
Si (-1.034, -2.669, 0.631)  -0.0071
C (-2.953, -2.676, 0.651)  -0.0129
C (-0.785, -4.151, -0.596)  -0.0151
H (3.327, -2.330, 3.031)  -0.0045
H (3.648, -0.983, 1.918)  0.0020
H (3.078, -2.540, 1.290)  0.0056
H (2.080, -0.395, 4.579)  -0.0051
H (0.445, 0.229, 4.288)  0.0035
H (1.822, 0.942, 3.437)  0.0051
H (1.404, -2.782, 5.004)  -0.0027
H (0.350, -4.845, 5.835)  -0.0004
H (-1.299, -6.049, 4.421)  -0.0003
H (-1.884, -5.165, 2.199)  -0.0021
H (-3.329, -3.670, 0.922)  0.0005
H (-3.326, -2.433, -0.347)  0.0035
H (-3.376, -1.953, 1.351)  0.0012
H (-1.138, -5.074, -0.122)  0.0010
H (0.256, -4.305, -0.890)  -0.0005
H (-1.386, -4.034, -1.506)  -0.0003
C (-2.311, 0.492, 2.762)  0.0235
Si (-1.430, 2.040, 2.153)  0.0323
C (-2.667, 3.066, 1.163)  0.0146
C (-1.031, 3.043, 3.715)  0.0002
N (-0.064, 1.577, 1.238)  -0.0849
C (0.999, 2.389, 0.918)  0.0294
C (1.108, 3.747, 1.219)  0.0260
C (2.225, 4.499, 0.847)  0.0064
C (3.254, 3.897, 0.152)  0.0021
C (3.157, 2.542, -0.186)  0.0012
C (2.050, 1.770, 0.163)  0.0645
N (1.835, 0.444, -0.205)  -0.1237
Si (2.874, -0.352, -1.326)  0.0117
C (2.971, 0.565, -2.976)  -0.0017
C (2.248, -2.106, -1.605)  0.0992
C (4.688, -0.561, -0.796)  0.0011
H (-3.398, 0.622, 2.735)  0.0019
H (-2.023, 0.261, 3.792)  0.0041
H (-2.073, -0.391, 2.164)  -0.0034
H (-3.398, 3.541, 1.828)  -0.0026
H (-3.204, 2.434, 0.453)  0.0033
H (-2.160, 3.845, 0.586)  0.0033
H (-1.847, 2.896, 4.431)  -0.0004
H (-0.942, 4.116, 3.530)  0.0001
H (-0.105, 2.696, 4.180)  -0.0006
H (0.292, 4.242, 1.735)  0.0007
H (2.269, 5.554, 1.097)  0.0003
H (4.129, 4.464, -0.147)  0.0004
H (3.963, 2.093, -0.753)  0.0033
H (1.987, 0.936, -3.266)  0.0025
H (3.328, -0.113, -3.760)  -0.0008
H (3.658, 1.414, -2.928)  0.0004
H (2.056, -2.298, -2.664)  0.0075
H (1.319, -2.289, -1.058)  -0.0526
H (2.981, -2.835, -1.247)  0.0030
H (5.140, 0.354, -0.410)  0.0006
H (5.261, -0.872, -1.678)  0.0001
H (4.796, -1.337, -0.036)  -0.0005
I (-1.822, -1.748, -7.173)  0.0017
C (-1.201, -1.498, -5.223)  0.0151
C (-1.574, -2.261, -4.135)  -0.0071
N (-0.927, -1.727, -3.085)  0.0122
N (-0.187, -0.676, -3.413)  0.0194
C (-0.329, -0.513, -4.712)  -0.0081
H (-2.230, -3.109, -4.041)  -0.0002
H (-1.001, -1.961, -2.100)  -0.0218
H (0.154, 0.307, -5.218)  0.0009
C (-3.749, 0.485, -1.697)  -0.0041
C (-2.288, 0.845, -1.571)  0.3838
O (-1.563, 0.071, -0.823)  0.1585
C (-1.781, 1.968, -2.266)  -0.0715
C (-2.605, 2.781, -3.097)  0.2606
C (-2.088, 3.876, -3.764)  -0.1470
C (-0.743, 4.229, -3.641)  0.2563
C (0.083, 3.439, -2.828)  -0.1620
C (-0.413, 2.340, -2.166)  0.1526
H (-3.940, -0.411, -1.109)  0.0102
H (-4.036, 0.294, -2.738)  0.0041
H (-4.405, 1.283, -1.328)  -0.0020
H (-3.655, 2.543, -3.214)  0.0496
H (-2.747, 4.472, -4.389)  -0.0085
H (-0.348, 5.097, -4.156)  0.0288
H (1.131, 3.693, -2.701)  -0.0089
H (0.242, 1.734, -1.559)  0.0684


3.
DFT (ωB97M-V/def2-TZVPD) results for a single C4H11N3O molecule.

Calculated values
- SMILES: C[C@H](N)CNC(N)=O
- HOMO-LUMO gap: 9.97 eV
- HOMO energy: -9.1 eV
- Total energy: -398.546730 a.u.
- Energy above the lowest of the compared OMol25 structures with the same formula, charge and spin: 0.202 eV
- Net charge: 0

Each line ends with the Mulliken charge.
Element x y z (Å)
C (-0.908, 2.430, 0.441)  -1.5795
C (-0.262, 1.208, -0.196)  0.7292
N (-1.035, 0.719, -1.349)  -0.6044
C (-0.079, 0.103, 0.844)  -1.1153
N (0.935, -0.859, 0.499)  -0.1333
C (0.707, -2.151, 0.115)  0.5572
N (1.859, -2.785, -0.398)  -0.5816
O (-0.359, -2.706, 0.249)  -0.6013
H (-1.171, 3.200, -0.285)  0.3948
H (-1.871, 2.086, 0.837)  0.3873
H (-0.394, 2.904, 1.273)  0.3809
H (0.740, 1.484, -0.548)  0.1930
H (-1.104, -0.292, -1.338)  0.2333
H (-1.922, 1.174, -1.385)  0.2417
H (-0.991, -0.492, 0.927)  0.4281
H (0.102, 0.546, 1.828)  0.3107
H (1.869, -0.528, 0.325)  0.2339
H (2.220, -2.293, -1.217)  0.2535
H (1.664, -3.749, -0.623)  0.2719


4.
DFT (ωB97M-V/def2-TZVPD) results for a molecular structure, C14H14BeN2O5.

Calculated values
- HOMO-LUMO gap: 3.20 eV
- HOMO energy: -14.0 eV
- Total energy: -1041.666205 a.u.
- Net charge: +2

Each line ends with the Mulliken charge.
Element x y z (Å)
Be (-0.270, 1.524, -4.436)  0.1016
O (2.922, -1.876, -4.340)  -0.0960
C (2.086, -1.149, -4.651)  0.0852
C (-1.738, 0.531, -3.824)  0.6834
O (-2.750, -0.050, -3.675)  -0.1034
C (0.838, 2.950, -3.992)  0.6157
O (1.517, 3.881, -4.065)  -0.0773
C (0.173, 1.241, -6.129)  0.6296
O (0.333, 1.357, -7.270)  -0.0299
C (-2.828, -1.890, 2.993)  -1.0787
C (-1.342, -1.685, 3.208)  -0.5467
N (-0.638, -0.775, 2.280)  0.2887
C (-0.466, 0.589, 2.790)  -0.6182
C (0.588, 0.697, 3.891)  -0.9353
C (-0.604, -1.108, 0.944)  0.3476
O (-1.250, -2.054, 0.484)  -0.6165
C (0.330, -0.335, 0.050)  -0.3406
C (1.650, -0.045, 0.430)  -0.1127
C (2.460, 0.633, -0.477)  -0.9894
C (1.954, 0.921, -1.756)  -0.1065
N (0.728, 0.577, -2.141)  0.0193
C (-0.061, -0.086, -1.284)  -0.3489
H (-3.394, -0.952, 3.014)  0.2734
H (-3.197, -2.535, 3.801)  0.3828
H (-2.996, -2.397, 2.040)  0.3106
H (-1.148, -1.261, 4.195)  0.2900
H (-0.857, -2.665, 3.131)  0.3490
H (-0.213, 1.267, 1.968)  0.3882
H (-1.439, 0.902, 3.208)  0.3369
H (1.542, 0.254, 3.580)  0.1881
H (0.763, 1.759, 4.104)  0.3755
H (0.257, 0.216, 4.820)  0.3510
H (2.027, -0.384, 1.406)  0.6036
H (3.478, 0.929, -0.205)  0.4230
H (2.576, 1.455, -2.481)  0.3950
H (-1.033, -0.433, -1.609)  0.5618


Question: net charge of number 2 (C33H49CrIN4OSi4)?
Answer: -2